# CH2BrN2OP

A single CH2BrN2OP molecule in a non-equilibrium geometry (the ωB97M-V functional and the def2-TZVPD basis, the Open Molecules 2025 dataset).

```
8
Properties=species:S:1:pos:R:3:forces:R:3:nbo_charge:R:1
Br -0.059661 -0.704563 -2.665933 0.112 -0.079 -0.247 -0.275
P -1.322619 -0.650615 -0.834543 0.937 -0.045 0.889 1.062
O -0.854251 0.731332 -0.131377 -0.563 0.175 -0.090 -0.798
N 0.016266 -1.544590 0.251047 -1.503 -0.995 -1.367 -0.298
N 0.646355 -0.721034 0.847639 1.263 -0.237 1.207 -0.122
C 0.305778 0.638023 0.678663 -0.084 1.394 -0.299 0.010
H 0.108339 1.108271 1.645882 -0.020 -0.139 -0.089 0.212
H 1.159793 1.143176 0.208622 -0.142 -0.074 -0.005 0.209
```
Forces are in eV/Å.

Properties
DFT total energy ... -85428.0543 eV
E_LUMO ... 0.15 eV
SMILES ... BrP1N=NCO1
HOMO-LUMO gap ... 9.33 eV



# C41H49IrN2O6PS3

A molecular structure, C41H49IrN2O6PS3 in a non-equilibrium geometry (the ωB97M-V functional and the def2-TZVPD basis, the Open Molecules 2025 dataset).

```
103
Properties=species:S:1:pos:R:3:forces:R:3:mulliken_spin:R:1
Ir 0.692474 0.361497 -0.179400 -0.565 0.317 0.137 2.032
S 1.282179 -3.354165 -0.023105 -0.078 -0.569 0.656 0.010
S 4.449577 0.437553 -0.793446 0.490 -0.227 -0.710 0.012
S -1.405178 2.027377 -0.623266 -0.017 -0.127 0.319 0.515
P 1.416222 2.705507 -0.848161 0.362 0.731 -0.074 0.324
O 1.052991 3.198976 -2.308309 -0.002 -0.351 0.291 -0.006
O 2.986772 2.999078 -0.749679 -0.380 -0.597 0.072 -0.016
O 0.777335 3.901876 0.019145 0.059 -0.291 -0.138 -0.002
O 1.409894 -1.871363 -0.256395 0.146 0.385 -0.063 0.124
O -0.997514 -0.803973 -1.087945 0.667 -0.143 0.362 0.180
O 3.108153 0.185628 -0.133963 -0.326 -0.067 0.066 0.230
N -4.048668 2.017247 -0.496557 0.148 -0.130 -0.009 0.020
N -3.166058 -0.061531 -0.731888 -0.472 -0.526 0.249 0.031
C -0.242781 -4.651231 1.865486 0.000 -0.018 -0.105 -0.003
C 2.970513 -3.958480 0.460246 -0.080 0.104 -0.118 0.006
C -3.684598 -5.008813 -1.016588 0.026 0.029 -0.011 -0.001
C -3.961463 3.475190 -0.426483 0.006 0.187 -0.124 0.033
C -1.810298 -0.018404 2.309996 0.302 -0.037 -0.201 0.067
C -0.783404 -4.807485 3.133696 0.012 -0.006 0.018 0.001
C 5.251123 0.916170 -3.347644 -0.005 0.085 0.048 -0.001
C 1.780648 0.940671 2.616240 0.347 0.043 0.622 0.021
C 3.962404 -2.813716 0.543798 -0.018 0.093 -0.089 -0.002
C -4.114688 4.153879 -1.785306 -0.032 -0.055 0.124 -0.008
C -1.891052 -3.434106 -1.263993 0.004 0.072 -0.043 0.003
C 0.052000 4.150479 -2.718266 -0.086 0.180 -0.187 0.009
C -5.386395 1.407677 -0.535889 -0.149 -0.175 -0.156 0.002
C -2.974286 1.238418 -0.620862 0.559 0.178 -0.246 -0.060
C -2.348659 -4.739271 -1.281889 -0.021 -0.086 -0.038 0.002
C 3.991752 0.385434 -5.323115 0.013 -0.004 -0.063 0.000
C 4.210691 0.414457 -2.577633 -0.130 0.297 0.244 -0.016
C -4.562733 -3.965862 -0.752667 -0.043 -0.062 -0.006 0.001
C 4.420533 -2.361183 -0.840516 -0.083 0.025 0.088 -0.002
C -2.956570 -0.045106 3.088767 -0.096 0.035 0.242 0.005
C 3.060515 -0.086035 -3.157374 -0.115 -0.047 0.097 0.038
C -1.737500 0.911808 4.922054 0.236 0.118 0.142 0.174
C 0.535645 -3.535664 1.601900 0.024 0.054 -0.274 0.012
C 0.783322 -2.577297 2.569734 0.022 -0.010 0.062 0.037
C 0.662550 1.372405 4.700222 -0.258 0.038 0.144 0.186
C -2.922628 0.426211 4.398026 -0.117 -0.106 -0.194 0.026
C -4.108485 -2.658873 -0.740669 0.042 0.036 0.027 0.001
C 2.955014 -0.100252 -4.541594 -0.040 -0.005 -0.004 0.007
C 1.823992 1.355781 3.939381 0.228 -0.109 -0.389 0.081
C 0.236264 -2.737823 3.833331 0.024 -0.031 -0.031 0.012
C 5.138836 0.895920 -4.728862 0.046 -0.014 0.047 0.001
C 5.355677 -1.165273 -0.775393 -0.147 0.126 0.293 0.007
C -2.237505 -0.994315 -0.925223 -0.418 0.584 -0.311 -0.006
C -5.859481 1.069627 -1.946241 0.086 0.068 0.071 0.000
C 0.575918 0.539864 2.003340 -0.023 0.114 -1.064 0.814
C -0.561495 0.936160 4.151612 -0.098 -0.035 -0.081 -0.031
C 1.003897 4.001803 1.428810 -0.006 -0.002 0.086 -0.003
C -0.545422 -3.852045 4.112311 -0.036 -0.008 0.032 -0.003
C 3.507658 4.269466 -1.192424 0.118 0.162 -0.125 0.007
C -0.598734 0.484586 2.801590 -0.245 0.056 0.136 -0.001
C -2.760721 -2.384739 -0.979426 0.124 -0.092 -0.028 0.007
H -2.998113 3.737712 0.007537 -0.058 0.005 0.090 -0.005
H -5.177975 0.358374 -2.410790 -0.023 -0.016 -0.015 0.000
H -5.346716 0.494560 0.054089 -0.047 0.050 0.086 0.000
H 0.554068 4.925447 -3.294065 0.038 -0.041 0.015 0.002
H -1.701303 1.286815 5.938110 -0.026 -0.039 0.006 0.003
H 3.262570 -4.684640 -0.299765 -0.047 0.007 -0.016 0.001
H -6.072658 2.103602 -0.054871 0.065 0.044 0.017 0.000
H 0.432422 -2.003636 4.605081 -0.012 0.000 0.000 0.002
H 5.964585 -1.166773 0.130360 -0.006 -0.010 0.005 0.001
H 0.319144 3.345815 1.967739 -0.039 -0.005 -0.037 0.007
H -0.968088 -3.981675 5.099903 0.009 0.004 0.001 0.000
H -0.448298 4.595772 -1.863472 0.036 -0.043 0.038 -0.003
H 3.909241 0.365208 -6.401460 -0.010 0.016 0.005 0.000
H -5.607187 -4.178691 -0.567576 0.001 0.031 0.006 0.000
H -0.669668 3.637816 -3.349473 0.034 -0.058 0.036 0.002
H 6.015814 -1.114702 -1.639923 0.052 0.101 0.052 0.001
H -1.387543 -5.676052 3.357793 -0.011 0.008 -0.005 0.000
H -3.926548 5.222593 -1.683988 0.019 -0.002 0.001 -0.001
H 3.506028 -1.974336 1.071844 0.080 0.006 0.032 -0.002
H -1.674793 -5.552066 -1.522088 0.028 0.026 0.000 0.000
H -0.862543 -3.208006 -1.498187 0.019 0.009 -0.036 -0.008
H 2.701353 0.935399 2.045754 -0.035 -0.018 -0.097 0.001
H 3.549940 -2.102707 -1.445854 0.043 -0.099 -0.053 -0.004
H 5.945877 1.281154 -5.337329 -0.016 -0.005 -0.011 0.000
H -5.918416 1.957769 -2.572335 -0.011 0.000 -0.020 0.000
H 2.035897 3.749511 1.680577 -0.016 0.007 -0.029 -0.001
H -3.817894 0.400243 5.004159 0.017 0.037 0.021 0.002
H 6.135882 1.321480 -2.868558 0.009 0.011 -0.052 0.000
H -5.124764 4.034847 -2.172831 0.016 -0.018 -0.059 0.001
H 2.766677 1.664197 4.372480 -0.034 0.043 0.030 0.002
H 0.811195 5.035346 1.704157 -0.018 -0.010 -0.016 -0.001
H -4.739924 3.820599 0.253906 0.013 -0.058 0.039 -0.001
H 4.829064 -3.142594 1.121682 -0.037 -0.037 0.042 0.000
H 2.854770 -4.472836 1.411300 -0.041 -0.027 -0.020 0.001
H -4.791292 -1.843506 -0.554930 -0.004 0.024 0.031 0.000
H -4.045435 -6.028691 -1.034702 -0.003 0.001 0.004 0.000
H 2.913933 5.093317 -0.798943 -0.011 -0.028 0.035 0.000
H -3.407050 3.738892 -2.503780 -0.005 0.013 -0.022 0.007
H 0.686705 1.706113 5.731095 0.019 -0.020 -0.002 -0.009
H 1.399805 -1.720672 2.331718 0.033 -0.068 0.011 -0.030
H -1.833949 -0.425463 1.309338 -0.002 0.043 0.071 0.107
H -0.420968 -5.387707 1.091287 -0.047 0.009 0.012 0.000
H 4.524186 4.335829 -0.814669 -0.030 -0.037 0.004 0.001
H 2.261720 -0.484115 -2.541441 -0.024 0.002 0.021 0.042
H 2.062080 -0.496889 -5.006316 0.009 0.002 -0.002 0.001
H 4.929479 -3.189525 -1.337616 0.042 0.032 -0.028 0.000
H -6.852500 0.623018 -1.902746 0.006 -0.011 0.011 0.000
H 3.510943 4.307726 -2.280633 -0.003 -0.044 0.029 0.000
H -3.877973 -0.437651 2.678946 0.021 -0.024 -0.028 0.000
```
Forces are in eV/Å.

Properties
Spin multiplicity ... 6
DFT total energy ... -103194.1828 eV
Expectation value of S² ... 8.79
E_LUMO (alpha / beta) ... -5.40 / -8.33 eV
Charge ... +2
HOMO-LUMO gap (alpha / beta) ... 7.63 / 5.04 eV



# C32H36BCl2N12SSiSn

A molecular structure, C32H36BCl2N12SSiSn (the ωB97M-V functional and the def2-TZVPD basis, the Open Molecules 2025 dataset).

```
86
Properties=species:S:1:pos:R:3:forces:R:3:mulliken_spin:R:1
Sn -0.076045 -0.045901 -0.017242 -0.009 -0.056 -0.069 -0.035
Cl 1.509781 1.521563 2.056285 0.118 0.086 0.133 0.004
Cl 4.214111 -3.077738 3.264609 -0.033 0.034 0.001 0.006
S 1.991999 -1.645085 1.472527 0.083 -0.020 0.261 0.538
Si 4.170264 -0.423015 -0.933654 0.045 0.131 -0.084 -0.018
N -1.957243 -1.687469 1.389399 0.026 -0.141 0.037 -0.001
N -3.331190 4.994191 -0.802332 -0.068 -0.166 -0.259 0.000
N 2.461021 -0.803072 -0.873253 -0.417 -0.161 -0.230 0.346
N -2.837715 1.294789 -1.414870 0.040 0.135 -0.188 0.000
N -3.253954 3.781258 -1.408439 -0.085 -0.242 0.133 0.000
N 0.180122 2.221292 -1.012218 -0.187 0.139 -0.186 -0.001
N -2.391491 2.575473 0.690414 -0.032 0.161 -0.027 0.000
N -1.583470 1.670000 1.297600 -0.285 0.233 -0.130 0.001
N -3.991726 -4.344661 3.894875 0.074 0.046 -0.155 0.000
N -0.906785 2.947045 -1.373185 -0.052 -0.051 -0.017 0.000
N -1.953728 0.342182 -1.804200 -0.373 0.053 0.030 0.001
N 0.661724 -2.192677 -1.383857 0.018 -0.091 0.068 0.043
C 3.903222 -1.379549 3.439129 -0.061 0.094 -0.083 0.045
C 4.666797 -0.689425 4.363325 0.025 0.020 0.035 -0.035
C -4.011916 5.761687 -1.636790 0.025 0.046 -0.010 0.000
C -1.455003 -2.890580 1.694662 -0.032 0.093 0.025 0.006
C 1.968526 -1.869515 -1.573030 0.049 0.019 -0.182 -0.057
C -3.206041 3.156516 1.597324 0.106 -0.161 -0.092 0.000
C 1.191532 2.656455 -1.752396 0.068 0.059 0.015 0.003
C -3.865671 3.807637 -2.623330 0.101 -0.006 0.096 0.000
C -3.130896 -1.370458 1.945815 0.055 0.050 -0.143 0.000
C -3.833801 -2.202008 2.791435 -0.074 -0.034 0.070 0.001
C 4.661196 -0.023395 -2.711391 -0.009 0.071 -0.186 0.015
C 4.545371 1.108191 0.065494 -0.063 0.113 0.151 -0.003
C -4.056551 -0.383565 -2.182726 0.089 -0.095 0.063 0.000
C 0.811555 -3.970030 -2.968710 -0.144 -0.004 0.027 0.053
C -3.310687 -3.462820 3.094949 -0.023 -0.080 0.062 -0.001
C 2.729048 -2.612830 -2.506928 0.025 -0.026 0.049 0.048
C 2.717459 0.618966 2.921656 0.083 -0.192 -0.111 0.074
C -0.564261 3.834501 -2.332597 0.011 -0.028 0.125 0.000
C 0.778803 3.689461 -2.602716 0.026 -0.055 -0.020 0.000
C 0.105838 -3.224212 -2.037492 0.076 0.047 0.053 -0.014
C -1.318276 -3.592751 -1.699175 0.160 -0.071 0.073 -0.001
C -1.890263 1.700943 2.587144 -0.018 -0.038 0.037 -0.002
C 4.464246 0.669137 4.551928 0.076 -0.033 0.062 0.072
C 3.485457 1.326185 3.828310 -0.047 0.107 -0.013 -0.039
C -2.684859 -0.668230 -2.264468 -0.027 0.019 -0.199 -0.003
C -2.080296 -3.800493 2.520941 -0.004 -0.021 0.040 -0.010
C 2.139674 -3.640555 -3.204251 0.119 0.023 -0.025 -0.021
C -4.104274 0.875617 -1.624256 0.219 -0.010 0.133 0.000
C -2.918160 2.619998 2.835624 0.051 0.021 0.044 0.000
C 5.217957 -1.829828 -0.303939 0.108 -0.203 0.161 0.002
C 2.899855 -0.755560 2.663479 0.037 0.002 0.036 -0.047
C -4.374199 5.066330 -2.810784 -0.023 0.119 0.039 0.000
B -2.351663 2.671183 -0.858058 0.123 -0.011 0.114 0.000
H 1.366054 4.246295 -3.315345 -0.031 -0.051 0.092 0.000
H 5.138606 -0.872293 -3.212401 -0.040 0.141 0.018 0.000
H -0.489924 -3.132029 1.258874 -0.050 0.016 -0.004 0.005
H -4.926291 5.426722 -3.664425 0.048 -0.004 0.088 0.000
H 5.419136 -1.223353 4.928766 -0.025 0.020 -0.028 0.000
H 3.793943 0.276028 -3.312756 0.121 -0.038 0.064 0.001
H -1.331398 -4.515239 -1.111971 0.003 0.042 -0.010 -0.001
H -1.902223 -3.776373 -2.603754 0.035 -0.015 0.027 -0.001
H 5.068789 1.215903 5.265347 -0.028 -0.043 -0.041 0.006
H 5.375279 0.806527 -2.717250 -0.050 -0.079 -0.035 0.000
H -4.779127 -4.017198 4.422221 -0.005 0.030 0.050 0.000
H -1.364007 1.056908 3.277919 -0.027 0.051 -0.039 0.000
H 3.683062 1.773420 0.143302 0.023 0.025 0.021 0.001
H 5.353116 1.662675 -0.423208 -0.053 -0.053 0.061 0.000
H 5.265908 -2.662268 -1.012400 0.026 0.055 0.098 -0.001
H 0.331812 -4.792564 -3.485858 0.024 0.062 0.033 0.001
H -1.799691 -2.810471 -1.118207 0.045 -0.106 0.087 0.000
H -3.525569 -0.390220 1.699396 0.018 -0.010 0.003 0.000
H 4.789586 -2.213942 0.629248 0.115 0.033 -0.121 0.001
H -1.615550 -4.758028 2.728245 -0.021 0.052 -0.024 0.000
H -3.876061 2.944194 -3.271593 0.008 0.067 0.093 0.000
H 4.877759 0.867279 1.078129 -0.063 0.008 0.000 0.003
H -4.948726 1.494155 -1.361550 0.075 0.013 -0.040 0.000
H 2.168250 2.209538 -1.637889 -0.041 -0.002 -0.011 0.000
H -3.919417 3.908452 1.306094 0.095 0.005 -0.046 0.000
H -4.215622 6.789444 -1.368996 0.004 -0.094 -0.027 0.000
H 3.318510 2.389887 3.951832 -0.017 -0.105 0.007 0.000
H -4.890957 -1.004530 -2.469240 0.103 0.055 -0.011 0.000
H 6.242624 -1.498889 -0.098289 -0.096 -0.020 -0.049 0.001
H -3.511285 -5.147400 4.258550 0.012 0.023 0.011 0.000
H -3.366714 2.881045 3.781005 0.034 -0.044 -0.081 0.000
H 2.718704 -4.199652 -3.931081 -0.014 0.019 0.036 0.000
H 3.766808 -2.358010 -2.675545 -0.172 -0.115 -0.019 0.014
H -4.776291 -1.878129 3.221596 0.071 -0.013 -0.080 0.000
H -1.285558 4.520700 -2.751380 0.043 -0.086 0.086 0.000
H -2.188963 -1.543755 -2.658018 -0.141 0.239 0.025 0.001
```
Forces are in eV/Å.

Properties
Spin multiplicity ... 2
DFT total energy ... -101919.4458 eV
Expectation value of S² ... 0.77
E_LUMO (alpha / beta) ... 0.58 / -1.22 eV
HOMO-LUMO gap (alpha / beta) ... 7.66 / 6.15 eV



DFT total energy of number 2 (C41H49IrN2O6PS3)? -103194.1828 eV